# 1
Here is a molecular structure, C47H58F4N11O5RbSSi from the OMol25 dataset. Energies are from wB97M-V/def2-TZVPD.

**Largest force on an atom**: 1.468 eV/Å
**Energy above the lowest of the compared OMol25 structures with the same formula, charge and spin**: 0.0 kcal/mol
**Gap between HOMO and LUMO**: 0.20990 hartree
**HOMO**: -2.18 eV

Geometry as ORCA input:
```
! wB97M-V def2-TZVPD RIJCOSX def2/J DEFGRID3
* xyz -2 1
Rb 0.225 -0.363 0.797
C -0.354 -3.962 4.564
C -0.230 -3.274 3.198
N 1.038 -3.434 2.496
C 1.364 -4.804 2.146
C 0.342 -5.407 1.186
C 2.127 -2.725 3.144
C 3.320 -2.427 2.236
N 2.885 -1.718 1.062
C 3.752 -1.345 0.154
C 3.259 -0.668 -1.012
F 1.913 -0.473 -1.081
C 4.038 -0.224 -2.040
F 3.457 0.401 -3.086
C 5.420 -0.380 -2.043
C 5.946 -1.022 -0.935
F 7.288 -1.197 -0.881
C 5.183 -1.486 0.108
F 5.845 -2.090 1.136
H -1.325 -3.713 4.996
H 0.425 -3.622 5.250
H -0.292 -5.049 4.479
H -0.396 -2.205 3.337
H -1.031 -3.625 2.548
H 1.469 -5.449 3.037
H 2.334 -4.789 1.648
H -0.611 -5.606 1.677
H 0.713 -6.347 0.773
H 0.170 -4.704 0.369
H 2.509 -3.259 4.036
H 1.722 -1.768 3.483
H 3.837 -3.364 1.984
H 4.024 -1.837 2.843
H 6.039 -0.026 -2.851
C -1.269 -3.217 -1.853
C -2.279 -3.213 -0.760
N -2.190 -2.562 0.373
C -3.333 -2.863 1.079
C -4.118 -3.727 0.354
N -3.433 -3.935 -0.806
C -5.438 -4.407 0.593
O -6.006 -4.133 1.697
O -5.846 -5.145 -0.310
C -3.605 -2.292 2.418
O -4.709 -2.688 2.989
O -2.838 -1.493 2.938
H -0.373 -2.702 -1.513
H -1.646 -2.699 -2.737
H -1.011 -4.239 -2.135
H -3.788 -4.516 -1.548
H -5.259 -3.382 2.376
C 2.920 3.448 -0.939
C 3.119 3.151 0.546
C 3.107 4.455 1.361
C 4.457 2.436 0.742
N 2.086 2.208 0.990
N 0.732 2.601 0.854
H 3.758 4.036 -1.319
H 1.999 4.007 -1.117
H 2.866 2.510 -1.495
H 3.982 5.063 1.119
H 3.127 4.232 2.430
H 2.217 5.050 1.144
H 5.286 3.078 0.438
H 4.476 1.524 0.145
H 4.600 2.160 1.791
H 2.230 2.009 1.976
H 0.442 2.545 -0.119
H 0.554 3.538 1.203
N -3.530 2.222 -0.037
C -3.581 3.535 0.341
C -3.093 3.569 1.615
N -2.730 2.304 1.999
C -2.992 1.522 0.980
H -3.659 1.862 -0.969
H -3.963 4.304 -0.308
H -2.964 4.408 2.278
H -2.819 0.454 0.945
O -1.186 1.396 -1.501
Si -1.543 1.548 -3.006
C -0.527 0.556 -4.279
C 0.409 -0.364 -3.809
C 1.102 -1.206 -4.670
C 0.852 -1.149 -6.034
C -0.066 -0.229 -6.526
C -0.737 0.618 -5.657
C -1.484 3.339 -3.664
C -2.533 4.233 -3.440
C -2.473 5.549 -3.879
C -1.344 6.006 -4.544
C -0.277 5.143 -4.757
C -0.354 3.827 -4.322
C -3.306 0.919 -3.440
C -3.811 -0.178 -2.734
C -5.031 -0.755 -3.060
C -5.783 -0.242 -4.107
C -5.303 0.848 -4.823
C -4.081 1.417 -4.490
H 0.594 -0.394 -2.742
H 1.837 -1.903 -4.283
H 1.367 -1.821 -6.711
H -0.261 -0.179 -7.592
H -1.441 1.340 -6.061
H -3.419 3.883 -2.917
H -3.304 6.224 -3.705
H -1.300 7.031 -4.893
H 0.614 5.502 -5.260
H 0.479 3.153 -4.498
H -3.222 -0.590 -1.917
H -5.396 -1.612 -2.504
H -6.736 -0.688 -4.367
H -5.880 1.251 -5.648
H -3.718 2.267 -5.059
C 4.121 1.335 6.465
C 3.093 0.210 6.373
C 1.867 0.611 5.616
N 1.761 1.631 4.847
N 0.547 1.774 4.242
C -0.309 0.846 4.567
N -1.588 0.769 4.188
S 0.377 -0.317 5.729
H 4.911 1.058 7.164
H 3.644 2.255 6.802
H 4.569 1.532 5.492
H 2.784 -0.105 7.373
H 3.543 -0.665 5.894
H -1.909 1.412 3.443
H -2.045 -0.135 4.196
*
```

Löwdin population analysis, charges in e, atoms 1 to 5:
1. Rb 0.70
2. C -0.08
3. C -0.26
4. N -0.18
5. C -0.25

=====

# 2
Here is a molecular structure, C47H58GdN4O6Se from the OMol25 dataset. Energies are from wB97M-V/def2-TZVPD.

**Largest force on an atom**: 4.986 eV/Å
**Energy above the lowest of the compared OMol25 structures with the same formula, charge and spin**: 9.6 kcal/mol
**Gap between HOMO and LUMO (spin up / spin down)**: 0.20468 / 0.20546 hartree
**HOMO (spin up / spin down)**: -4.70 / -4.72 eV

Geometry as ORCA input:
```
! wB97M-V def2-TZVPD RIJCOSX def2/J DEFGRID3
* xyz -1 8
Gd -3.945 -7.303 19.409
C -4.723 -14.131 22.426
C -5.267 -14.146 23.851
C -6.346 -15.217 23.983
C -5.901 -12.792 24.205
C -6.384 -12.564 25.515
C -6.934 -11.314 25.871
C -7.148 -10.285 24.920
C -7.766 -8.961 25.316
C -6.777 -10.593 23.612
C -6.061 -11.738 23.269
H -4.214 -15.068 22.170
H -3.975 -13.323 22.257
H -5.552 -13.935 21.720
H -4.476 -14.263 24.623
H -7.194 -14.949 23.305
H -6.685 -15.157 25.040
H -6.010 -16.223 23.661
H -6.245 -13.294 26.286
H -7.206 -11.056 26.906
H -8.012 -8.993 26.419
H -8.790 -8.850 24.861
H -7.188 -8.051 25.145
H -6.880 -9.874 22.791
H -5.514 -11.832 22.327
C 2.447 -4.185 23.679
C 2.063 -5.501 22.976
C 1.941 -6.603 24.065
C 3.111 -5.904 21.897
C 0.734 -5.361 22.261
C -0.497 -5.808 22.767
C -1.612 -5.728 21.980
Se -3.207 -6.713 22.546
C -4.436 -5.176 22.552
C -4.638 -4.465 23.722
C -5.651 -3.510 23.769
C -6.471 -3.350 22.646
C -6.256 -4.008 21.454
C -5.334 -5.145 21.456
O -5.397 -6.130 20.573
C -7.169 -3.701 20.237
C -8.494 -4.531 20.274
C -6.370 -3.931 18.941
C -7.607 -2.218 20.379
C -6.014 -2.647 25.053
C -4.781 -2.445 25.904
C -6.567 -1.319 24.601
C -7.202 -3.286 25.870
C -1.522 -5.332 20.611
O -2.487 -5.646 19.761
C -0.307 -4.687 20.152
C 0.788 -4.723 21.029
C -0.186 -3.914 18.843
C 0.264 -4.952 17.713
C 0.886 -2.792 19.047
C -1.570 -3.366 18.406
H 3.465 -4.230 24.030
H 1.887 -3.999 24.604
H 2.402 -3.320 22.991
H 2.941 -6.879 24.428
H 1.487 -7.530 23.639
H 1.416 -6.153 24.947
H 4.052 -6.162 22.427
H 3.323 -5.017 21.260
H 2.836 -6.815 21.335
H -0.503 -6.216 23.746
H -4.018 -4.729 24.536
H -7.170 -2.482 22.776
H -8.352 -5.630 20.115
H -9.168 -4.100 19.474
H -9.003 -4.383 21.240
H -6.107 -5.018 18.862
H -5.442 -3.353 18.904
H -7.039 -3.652 18.080
H -8.214 -2.020 21.314
H -8.387 -2.069 19.598
H -6.833 -1.443 20.221
H -3.962 -1.947 25.339
H -4.417 -3.350 26.377
H -4.958 -1.751 26.700
H -6.028 -0.825 23.805
H -6.585 -0.658 25.499
H -7.705 -1.350 24.335
H -6.963 -4.260 26.240
H -8.105 -3.255 25.180
H -7.456 -2.662 26.742
H 1.758 -4.302 20.764
H 1.122 -5.579 17.978
H 0.441 -4.358 16.786
H -0.611 -5.564 17.486
H 1.906 -3.185 18.996
H 0.746 -2.339 20.045
H 0.773 -1.991 18.337
H -2.216 -4.222 18.133
H -1.485 -2.720 17.533
H -2.042 -2.788 19.249
O -5.593 -8.770 18.517
C -6.267 -8.759 17.460
C -6.047 -7.892 16.397
C -6.975 -7.945 15.334
C -6.638 -7.271 14.205
C -5.578 -6.389 14.088
C -4.798 -6.136 15.196
C -4.967 -6.943 16.346
O -4.167 -6.708 17.349
N -7.492 -7.553 13.137
O -7.251 -6.966 12.042
O -8.478 -8.311 13.247
H -7.051 -9.544 17.364
H -7.900 -8.545 15.307
H -5.391 -5.844 13.225
H -3.890 -5.500 15.084
N 0.570 -8.948 22.934
C 0.071 -9.551 22.051
N -0.622 -10.138 21.101
C -1.642 -9.620 20.510
N -2.521 -9.108 19.872
*
```

Löwdin population analysis, charges in e, atoms 1 to 5:
1. Gd 1.60
2. C -0.10
3. C -0.40
4. C -0.08
5. C -0.20

=====

# 3
Here is 9 unconnected molecules or ions with the total composition C47H60BrIN9O3P from the OMol25 dataset. Energies are from wB97M-V/def2-TZVPD.

**Largest force on an atom**: 3.416 eV/Å
**Gap between HOMO and LUMO**: 0.30512 hartree
**HOMO**: -8.11 eV

Geometry as ORCA input:
```
! wB97M-V def2-TZVPD RIJCOSX def2/J DEFGRID3
* xyz 0 1
C 1.595 0.701 3.133
C 1.481 0.489 1.958
C 1.352 0.207 0.502
C 1.579 -1.280 0.189
C 2.654 -2.038 0.993
C 4.113 -1.717 0.559
C 5.077 -1.950 1.758
I 5.385 -0.072 2.796
C 0.227 -1.896 0.710
O 0.008 -2.450 1.723
O -0.682 -1.604 -0.295
C -0.059 -1.830 -1.555
C -0.628 -0.918 -2.654
P -0.835 -3.508 -2.012
O -0.034 -4.014 -3.391
Br -0.210 -5.038 -0.467
C 1.488 -1.705 -1.314
C 2.186 -2.976 -1.659
C 2.695 -4.045 -1.851
C 2.256 -0.608 -2.118
N 2.932 -1.113 -3.328
C 3.220 0.064 -4.194
H 1.721 1.055 4.126
H 0.345 0.535 0.230
H 2.043 0.891 0.004
H 2.574 -1.823 2.061
H 2.510 -3.115 0.899
H 4.222 -0.670 0.277
H 4.408 -2.379 -0.259
H 4.673 -2.702 2.434
H 6.067 -2.272 1.444
H 0.042 -0.947 -3.519
H -1.579 -1.333 -3.003
H -0.753 0.104 -2.300
H 0.568 -3.318 -3.684
H 3.050 -5.045 -1.917
H 1.607 0.207 -2.454
H 3.009 -0.124 -1.482
H 3.856 -1.430 -3.061
H 3.916 -0.248 -4.973
H 2.302 0.497 -4.586
H 3.755 0.806 -3.575
C -1.483 2.238 2.029
C -1.847 0.960 2.532
C -2.830 1.157 3.461
N -3.078 2.498 3.545
C -2.262 3.166 2.673
H -0.738 2.453 1.281
H -1.434 0.007 2.244
H -3.377 0.455 4.067
H -3.754 2.926 4.150
H -2.304 4.240 2.587
C -0.057 1.623 -7.821
C 0.200 3.017 -7.915
C 1.553 3.191 -7.788
N 2.122 1.958 -7.620
C 1.149 0.997 -7.643
H -1.016 1.136 -7.880
H -0.524 3.800 -8.060
H 2.157 4.083 -7.805
H 3.103 1.785 -7.500
H 1.397 -0.045 -7.530
C 8.611 4.727 3.318
C 7.867 3.751 2.604
C 7.174 3.012 3.526
N 7.472 3.503 4.768
C 8.344 4.550 4.650
H 9.266 5.474 2.902
H 7.843 3.607 1.537
H 6.496 2.181 3.404
H 7.108 3.148 5.631
H 8.699 5.076 5.520
C -6.059 -1.569 1.412
C -6.497 -2.441 2.444
C -5.399 -3.130 2.888
N -4.317 -2.710 2.162
C -4.711 -1.757 1.265
H -6.664 -0.881 0.845
H -7.502 -2.549 2.818
H -5.295 -3.881 3.654
H -3.378 -3.048 2.269
H -3.997 -1.298 0.602
C -3.186 -7.092 6.835
C -4.499 -6.679 7.185
C -4.773 -5.541 6.473
N -3.675 -5.251 5.710
C -2.705 -6.193 5.922
H -2.656 -7.952 7.210
H -5.166 -7.162 7.880
H -5.648 -4.915 6.444
H -3.592 -4.466 5.092
H -1.760 -6.141 5.407
C 4.046 3.250 -10.484
C 4.780 3.204 -11.698
C 6.093 3.449 -11.393
N 6.180 3.646 -10.042
C 4.938 3.523 -9.480
H 2.985 3.101 -10.362
H 4.389 3.012 -12.683
H 6.968 3.502 -12.017
H 7.024 3.849 -9.541
H 4.798 3.641 -8.418
C -6.110 -0.723 7.165
C -6.659 -1.786 6.400
C -7.445 -2.528 7.241
N -7.389 -1.956 8.483
C -6.580 -0.854 8.445
H -5.446 0.050 6.815
H -6.496 -1.982 5.352
H -8.038 -3.410 7.065
H -7.866 -2.295 9.297
H -6.410 -0.261 9.327
C -5.043 5.155 -1.375
C -4.596 4.033 -2.119
C -3.703 3.352 -1.331
N -3.591 4.021 -0.145
C -4.406 5.118 -0.161
H -5.751 5.903 -1.692
H -4.895 3.755 -3.116
H -3.140 2.453 -1.513
H -2.998 3.745 0.623
H -4.464 5.777 0.690
*
```

Löwdin population analysis, charges in e, atoms 1 to 5:
1. C 0.11
2. C -0.13
3. C -0.10
4. C -0.26
5. C -0.13

=====

# 4
Here is a molecular structure, C47H61N3O6PS2SeSr from the OMol25 dataset. Energies are from wB97M-V/def2-TZVPD.

**Largest force on an atom**: 0.919 eV/Å
**Energy above the lowest of the compared OMol25 structures with the same formula, charge and spin**: 13.5 kcal/mol
**Gap between HOMO and LUMO**: 0.24843 hartree
**HOMO**: -4.44 eV

Geometry as ORCA input:
```
! wB97M-V def2-TZVPD RIJCOSX def2/J DEFGRID3
* xyz -1 1
Sr -0.894 2.591 1.818
C 0.491 -6.654 -0.071
C 0.243 -5.410 -0.938
C 1.584 -4.956 -1.517
C -0.673 -5.789 -2.112
C -0.415 -4.317 -0.099
C 0.145 -3.066 0.104
C -0.505 -2.102 0.857
Se 0.343 -0.360 0.884
C -0.282 0.273 -0.822
C 0.460 -0.123 -1.930
C 0.023 0.106 -3.225
C -1.206 0.753 -3.361
C -1.975 1.188 -2.291
C -1.501 0.997 -0.952
O -2.142 1.473 0.072
C -3.318 1.888 -2.523
C -4.441 1.132 -1.793
C -3.252 3.341 -2.027
C -3.693 1.932 -4.008
C 0.873 -0.342 -4.412
C 1.230 -1.830 -4.277
C 0.147 -0.153 -5.745
C 2.170 0.478 -4.443
C -1.762 -2.320 1.494
O -2.324 -1.415 2.212
C -2.348 -3.609 1.260
C -1.660 -4.537 0.493
C -3.735 -4.035 1.778
C -4.642 -4.353 0.577
C -4.483 -2.999 2.629
C -3.592 -5.299 2.644
H 0.972 -7.444 -0.656
H 1.136 -6.404 0.774
H -0.445 -7.050 0.327
H 2.017 -5.760 -2.118
H 1.462 -4.082 -2.161
H 2.294 -4.705 -0.726
H -0.215 -6.577 -2.717
H -1.641 -6.150 -1.761
H -0.850 -4.919 -2.748
H 1.097 -2.801 -0.339
H 1.397 -0.638 -1.750
H -1.585 0.920 -4.359
H -4.245 1.100 -0.724
H -5.401 1.626 -1.972
H -4.509 0.107 -2.166
H -3.015 3.372 -0.967
H -2.489 3.897 -2.579
H -4.215 3.837 -2.184
H -3.751 0.929 -4.439
H -4.675 2.400 -4.113
H -2.981 2.521 -4.591
H 0.324 -2.437 -4.203
H 1.804 -2.164 -5.146
H 1.833 -2.018 -3.388
H -0.795 -0.706 -5.766
H -0.067 0.901 -5.940
H 0.774 -0.522 -6.561
H 2.729 0.343 -3.516
H 2.806 0.170 -5.279
H 1.948 1.543 -4.548
H -2.127 -5.504 0.332
H -4.778 -3.460 -0.038
H -4.219 -5.133 -0.057
H -5.625 -4.690 0.921
H -4.660 -2.084 2.065
H -5.448 -3.427 2.922
H -3.926 -2.744 3.529
H -3.188 -6.139 2.077
H -2.922 -5.108 3.484
H -4.567 -5.599 3.041
N -1.813 0.731 3.551
N -3.212 0.644 3.620
C -3.969 1.739 3.522
N -5.300 1.512 3.390
S -3.368 3.305 3.632
H -1.584 -0.117 2.983
H -1.419 0.620 4.480
H -3.545 -0.247 3.256
H -5.617 0.606 3.082
H -5.846 2.309 3.115
O -0.170 4.929 1.308
S 0.647 5.162 2.510
O 0.311 6.364 3.220
O 0.669 3.941 3.316
C 2.314 5.400 1.882
C 2.758 6.717 1.856
C 4.006 7.034 1.348
C 4.821 6.018 0.870
C 4.381 4.705 0.906
C 3.120 4.365 1.408
P 2.591 2.606 1.467
C 3.218 2.103 3.112
C 2.535 1.078 3.766
C 2.958 0.626 5.009
C 4.063 1.204 5.616
C 4.746 2.229 4.974
C 4.328 2.674 3.729
C 3.751 1.771 0.324
C 4.462 0.645 0.737
C 5.228 -0.079 -0.168
C 5.305 0.319 -1.493
C 4.597 1.439 -1.913
C 3.813 2.150 -1.020
H 2.106 7.487 2.245
H 4.335 8.065 1.331
H 5.803 6.240 0.472
H 5.031 3.924 0.538
H 1.673 0.627 3.289
H 2.419 -0.172 5.504
H 4.390 0.861 6.589
H 5.606 2.686 5.448
H 4.863 3.479 3.240
H 4.415 0.325 1.770
H 5.767 -0.957 0.168
H 5.903 -0.244 -2.198
H 4.640 1.750 -2.950
H 3.229 2.995 -1.364
O 0.997 3.609 -1.368
H 0.457 4.111 -0.743
H 0.472 2.827 -1.601
*
```

Löwdin population analysis, charges in e, atoms 1 to 5:
1. Sr 1.28
2. C -0.06
3. C -0.56
4. C -0.07
5. C -0.05

=====

| no. | total energy (eV) |
| --- | --- |
| 1 | -106554.1970 |
| 2 | -154107.4652 |
| 3 | -156691.7755 |
| 4 | -163633.8233 |